1.
ORCA calculation (ωB97M-V/def2-TZVPD) on a structure of composition C3H4N2O2.

XYZ file:
```
11
Properties=species:S:1:pos:R:3:lowdin_charge:R:1
N -1.7605 -0.3470 0.2432 0.109
C -0.4743 0.1436 0.0228 -0.475
C 0.0427 1.3997 0.4775 0.010
O 1.4034 1.2121 0.3984 0.022
C 1.7674 -0.0897 0.0893 -0.524
O 2.8918 -0.4917 0.0549 0.132
N 0.5881 -0.7423 -0.1762 0.174
H -2.1823 -0.7847 -0.5654 0.095
H -2.3661 0.3743 0.6149 0.098
H -0.4448 1.0595 -0.8291 0.193
H 0.5345 -1.7338 -0.3304 0.167
```

The multiplicity is 1. The value obtained for the energy relative to the best compared isomer or geometry (same formula, charge and spin) is 87.42 kcal per mole. Its HOMO-LUMO gap is 9.9374 eV.

***

2.
ORCA calculation (ωB97M-V/def2-TZVPD) on a cluster of 2 separate species, C9H11O3 in total.

XYZ file:
```
23
Properties=species:S:1:pos:R:3:lowdin_charge:R:1
C -4.0040 0.0495 -1.9712 -0.055
C -0.3810 1.2579 -0.9260 -0.012
C -0.3380 0.8578 0.4500 -0.390
C -1.5822 1.1592 -1.5975 -0.092
C -2.7566 0.5698 -1.1526 -0.311
C -1.4808 0.3379 1.0209 0.028
C -2.7109 0.1601 0.1552 -0.043
O 0.7512 1.2274 1.0965 0.004
H 0.4530 1.4294 -1.5569 0.103
H -1.6778 1.3390 -2.8106 0.151
H -1.5624 0.0604 2.0694 0.099
H 1.5270 0.9313 0.4657 0.143
H -3.7819 -0.3236 -3.0228 0.092
H -4.6121 0.9368 -1.9541 0.046
H -3.5139 -0.3245 0.5718 0.058
H -4.6922 -0.4849 -1.3018 0.062
C 2.3663 -1.1475 1.9167 -0.071
C 2.9916 -1.2965 0.5143 -0.792
O 4.1063 -1.8817 0.6930 -0.136
O 2.4301 -0.8236 -0.4856 -0.075
H 2.7023 -2.0959 2.5752 0.108
H 1.3179 -0.9834 1.6770 0.036
H 2.9137 -0.3509 2.3962 0.049
```

The multiplicity is 1. The value obtained for the energy relative to the best compared isomer or geometry (same formula, charge and spin) is 67.50 kcal per mole. Its HOMO-LUMO gap is 6.9318 eV. The charge is -1.

***

3.
ORCA calculation (ωB97M-V/def2-TZVPD) on a cluster of 3 separate species, C39H85N10O4P2S in total.

XYZ file:
```
141
Properties=species:S:1:pos:R:3:lowdin_charge:R:1
C -4.2830 0.1981 -1.0142 -0.109
C -4.0110 -0.9403 -0.0376 -0.272
C -2.8795 -0.6386 0.9470 -0.221
C -2.3749 -1.9348 1.6170 -0.197
C -1.2861 -2.5972 0.7581 -0.231
C -0.3434 -3.5172 1.5359 -0.192
C 0.4905 -2.8371 2.6448 -0.191
C 0.8012 -1.3605 2.4218 -0.188
C 1.7901 -1.0749 1.2924 -0.191
C 3.1806 -1.6526 1.5129 -0.175
C 4.1021 -1.3476 0.3197 -0.080
C 3.8850 -2.2723 -0.8186 -0.129
N 3.6226 -3.5247 -0.6905 0.193
C 3.4017 -4.2681 -1.9674 -0.177
C 1.9029 -4.6972 -1.9798 -0.089
C 1.0059 -3.8487 -2.8501 -0.226
N 0.5135 -2.7290 -2.5130 0.136
C 3.9070 -3.3076 -3.0497 -0.158
C 5.2585 -3.6294 -3.7408 -0.140
C 5.7933 -5.0554 -3.5937 -0.190
C 4.9083 -6.1996 -4.1336 -0.180
C 4.1693 -5.9010 -5.4579 -0.135
C 2.6333 -5.8539 -5.3497 -0.246
O 2.0090 -6.4605 -6.4499 -0.169
C 1.2376 -7.6119 -6.1658 -0.093
C 3.8985 -1.9499 -2.2580 -0.183
C 4.7213 -0.7490 -2.7625 -0.195
C 3.8192 0.4324 -3.1144 -0.445
S 4.6673 1.5514 -4.2781 1.011
C 3.2709 2.3409 -4.9465 -0.713
N 2.9706 3.5810 -4.9244 0.069
N 1.7523 3.7001 -5.5804 0.068
C 1.4222 2.5236 -5.9319 -0.185
O 2.3299 1.5922 -5.5827 0.027
H -3.4398 0.3114 -1.6964 0.069
H -5.1526 -0.0441 -1.6264 0.068
H -4.4979 1.1094 -0.4573 0.064
H -3.7219 -1.8282 -0.6105 0.103
H -4.9069 -1.2109 0.5247 0.112
H -3.1877 0.0995 1.6890 0.113
H -2.0738 -0.1795 0.3623 0.101
H -3.2422 -2.5958 1.6472 0.114
H -2.0249 -1.7223 2.6261 0.101
H -0.7478 -1.8680 0.1487 0.080
H -1.8063 -3.2315 0.0340 0.110
H 0.2790 -4.0669 0.8205 0.077
H -0.9695 -4.2725 2.0168 0.114
H -0.0569 -2.9254 3.5834 0.112
H 1.4079 -3.4131 2.7837 0.096
H -0.0856 -0.7487 2.2706 0.106
H 1.2682 -0.9870 3.3389 0.125
H 1.3912 -1.3420 0.3058 0.096
H 1.9214 0.0118 1.2553 0.104
H 3.6409 -1.1659 2.3748 0.123
H 3.1667 -2.7172 1.7547 0.098
H 3.9290 -0.3193 0.0053 0.123
H 5.1424 -1.4843 0.6312 0.153
H 3.5225 -4.0197 0.1862 0.178
H 3.9531 -5.1905 -1.8051 0.132
H 1.8024 -5.7522 -2.2277 0.110
H 1.5153 -4.6037 -0.9617 0.098
H 0.7250 -4.2201 -3.8342 0.104
H 0.8186 -2.4881 -1.5638 0.024
H 3.2005 -3.0801 -3.8453 0.138
H 5.2128 -3.3669 -4.7947 0.115
H 6.0083 -2.9767 -3.2881 0.112
H 6.7461 -5.1300 -4.1180 0.119
H 6.0177 -5.2490 -2.5407 0.109
H 4.1977 -6.5531 -3.3826 0.091
H 5.5666 -7.0458 -4.3261 0.111
H 4.5195 -4.9896 -5.9381 0.106
H 4.3702 -6.7259 -6.1410 0.119
H 2.3273 -6.2925 -4.3946 0.093
H 2.3343 -4.7987 -5.3288 0.105
H 1.5140 -8.0846 -5.2203 0.085
H 1.4220 -8.3400 -6.9552 0.090
H 0.1667 -7.3965 -6.1598 0.088
H 2.8579 -1.6164 -2.4175 0.143
H 5.2780 -1.0322 -3.6553 0.098
H 5.4642 -0.4739 -2.0124 0.125
H 3.5870 0.9954 -2.2090 0.083
H 2.8930 0.1190 -3.5917 0.084
H 0.5239 2.2351 -6.4477 0.137
O 3.6843 2.1604 4.9542 -0.278
P 3.6896 3.5339 4.3871 0.657
N 2.0645 4.0112 4.4204 -0.317
C 1.2529 4.6546 3.4113 -0.125
C 1.5648 4.2368 5.7671 -0.125
N 4.2520 3.1932 2.7557 -0.310
C 3.3151 2.9282 1.6841 -0.143
C 5.3019 2.1829 2.7611 -0.147
N 4.4413 5.0757 4.5053 -0.314
C 4.5913 5.8847 3.3128 -0.125
C 5.6800 5.0784 5.3000 -0.123
H 1.3103 5.7524 3.4488 0.086
H 0.2068 4.3768 3.5647 0.086
H 1.4991 4.3319 2.4084 0.039
H 1.7941 5.2494 6.1261 0.084
H 2.0024 3.5204 6.4642 0.074
H 0.4841 4.0918 5.7979 0.083
H 2.5406 2.2021 1.9787 0.080
H 3.8419 2.5330 0.8102 0.072
H 2.8408 3.8392 1.3223 0.062
H 4.9019 1.1624 2.8503 0.066
H 5.9890 2.3363 3.5928 0.074
H 5.8824 2.2626 1.8380 0.082
H 5.3561 5.5033 2.6300 0.083
H 4.8774 6.8884 3.6334 0.090
H 3.6544 5.9844 2.7662 0.070
H 6.5148 4.5970 4.7731 0.078
H 5.5261 4.5497 6.2422 0.080
H 5.9713 6.0998 5.5454 0.082
O -6.8527 1.6174 1.4361 -0.283
P -7.7435 2.8076 1.4289 0.655
N -8.2143 2.9842 3.0496 -0.315
C -9.5160 3.2366 3.6253 -0.125
C -7.1297 3.4043 3.9174 -0.133
N -9.0485 2.2391 0.4138 -0.317
C -10.2203 1.5860 0.9779 -0.135
C -8.5355 1.4600 -0.7111 -0.146
N -7.8500 4.4552 0.9282 -0.315
C -9.1403 5.0000 0.5600 -0.127
C -6.8182 4.8542 -0.0394 -0.130
H -9.7493 4.3090 3.7074 0.085
H -9.5474 2.8171 4.6344 0.086
H -10.3138 2.7513 3.0796 0.040
H -6.9979 4.4960 3.9141 0.081
H -6.1894 2.9465 3.6050 0.070
H -7.3175 3.0793 4.9420 0.082
H -9.9737 0.8040 1.7086 0.093
H -10.8021 1.1304 0.1752 0.082
H -10.8911 2.3094 1.4401 0.058
H -8.2920 0.4288 -0.4310 0.081
H -7.6293 1.9129 -1.1167 0.065
H -9.2813 1.4479 -1.5086 0.083
H -9.5047 4.6247 -0.4006 0.084
H -9.0303 6.0850 0.4941 0.088
H -9.8968 4.8059 1.3189 0.070
H -6.9954 4.4303 -1.0374 0.078
H -5.8346 4.5217 0.2981 0.076
H -6.7802 5.9406 -0.1292 0.079
```

The multiplicity is 1. Its HOMO-LUMO gap is 6.1994 eV. The charge is +1.

***

4.
ORCA calculation (ωB97M-V/def2-TZVPD) on a structure of composition C28H24CoN3O2PS.

XYZ file:
```
60
Properties=species:S:1:pos:R:3:lowdin_charge:R:1
Co -0.3919 -1.7663 -0.6306 0.494
S 3.6197 -1.5460 1.2055 1.005
C 3.8882 -1.4606 -0.4904 -0.412
C 2.7399 -1.5290 -1.2179 -0.205
C 1.5719 -1.6817 -0.4323 -0.300
C 1.8927 -1.6746 0.9123 -0.544
C 0.9180 -1.7216 1.9513 -0.296
C 1.2207 -1.6905 3.3182 -0.025
C 0.1951 -1.6930 4.2341 -0.057
C -1.1232 -1.7293 3.7756 -0.060
C -1.3467 -1.7621 2.4135 -0.116
N -0.3644 -1.7697 1.5195 0.042
H 4.8978 -1.3931 -0.8497 0.058
H 2.7370 -1.4884 -2.2944 0.094
H 2.2565 -1.6689 3.6199 0.097
H 0.4038 -1.6646 5.2930 0.109
H -1.9532 -1.7353 4.4653 0.102
H -2.3528 -1.7691 2.0133 0.121
O -4.2327 -1.5684 -0.9951 0.049
C -3.1809 -0.9496 -1.0614 -0.604
O -2.0680 -1.4754 -1.4209 -0.150
C -3.1737 0.5211 -0.7113 -0.121
C -4.4153 1.1383 -0.5980 -0.017
C -4.5208 2.4637 -0.2359 -0.067
C -3.3696 3.2012 0.0079 -0.073
C -2.1298 2.6084 -0.1076 -0.092
C -2.0149 1.2609 -0.4562 -0.260
P -0.3686 0.5131 -0.5605 1.095
C 0.2211 1.1032 -2.1757 -0.317
C 0.6042 2.4264 -2.3701 -0.088
C 1.0259 2.8450 -3.6177 -0.077
C 1.0542 1.9573 -4.6809 -0.082
C 0.6558 0.6434 -4.4926 -0.075
C 0.2461 0.2132 -3.2436 -0.088
C 0.6007 1.4077 0.6754 -0.343
C 0.0693 1.5608 1.9584 -0.102
C 0.8685 1.9951 2.9950 -0.082
C 2.2110 2.2675 2.7754 -0.080
C 2.7510 2.0888 1.5111 -0.083
C 1.9586 1.6509 0.4689 -0.096
H -5.2855 0.5336 -0.8031 0.117
H -5.4935 2.9208 -0.1401 0.103
H -3.4450 4.2418 0.2835 0.103
H -1.2404 3.1914 0.0872 0.100
H 0.5937 3.1176 -1.5397 0.102
H 1.3337 3.8692 -3.7638 0.103
H 1.3901 2.2878 -5.6532 0.102
H 0.6683 -0.0457 -5.3226 0.104
H -0.0421 -0.8213 -3.0709 0.091
H -0.9750 1.3297 2.1305 0.109
H 0.4497 2.1085 3.9837 0.104
H 2.8327 2.6118 3.5886 0.101
H 3.8007 2.2777 1.3443 0.106
H 2.3849 1.4858 -0.5116 0.108
N 0.9548 -4.7222 -0.6424 -0.031
N -0.3239 -4.0670 -0.6794 -0.087
H 0.9073 -5.6267 -0.1754 0.073
H 1.6070 -4.1298 -0.1332 0.045
H -0.9344 -4.3507 0.0925 0.094
H -0.7867 -4.3399 -1.5477 0.095
```

The multiplicity is 4. The value obtained for the energy relative to the best compared isomer or geometry (same formula, charge and spin) is 9.14 kcal per mole. Its HOMO-LUMO gap (alpha / beta) is 6.8430 / 8.1139 eV. Its expectation value of S² is 3.77.